(1)
{
  "formula": "C30H31MnN6O5S",
  "method": "ωB97M-V/def2-TZVPD",
  "species": ["C", "H", "H", "C", "C", "H", "H", "C", "H", "C", "H", "H", "H", "C", "C", "C", "H", "C", "H", "C", "H", "H", "H", "H", "H", "C", "C", "O", "C", "C", "H", "C", "Mn", "C", "S", "H", "N", "H", "N", "C", "O", "H", "H", "H", "C", "C", "N", "C", "C", "N", "H", "O", "C", "O", "C", "H", "O", "H", "C", "C", "H", "H", "H", "C", "C", "H", "H", "C", "H", "C", "N", "C", "H", "N"],
  "coordinates": [[4.033, -0.862, 2.315], [4.387, -0.697, 0.212], [-2.293, -1.326, -1.083], [-1.663, 0.638, 1.948], [-2.869, 1.954, -0.774], [-0.163, -4.537, 1.411], [1.467, 0.567, 4.014], [-1.973, 0.517, 3.308], [-5.103, -0.719, 2.919], [0.160, 4.135, 1.427], [3.479, -0.849, 4.392], [-3.671, -0.306, -1.558], [-2.612, 2.742, -0.067], [0.111, -4.753, -0.588], [2.612, 0.357, 0.808], [-2.603, 0.334, 0.930], [2.373, 0.558, -2.561], [0.185, -6.498, -2.748], [-0.968, -6.314, 0.426], [-0.442, 5.582, -1.861], [4.915, -1.466, 2.474], [-0.904, -7.853, -1.485], [1.285, -4.957, -3.745], [3.861, 0.246, -1.671], [0.216, -7.176, -3.589], [-0.390, 4.417, -2.627], [0.781, -5.250, -2.834], [0.693, 1.521, 1.635], [-0.149, 1.914, -2.828], [0.139, -2.665, 0.865], [2.540, 2.919, 0.270], [1.821, 0.666, 1.905], [0.120, 1.016, -0.297], [3.735, -0.421, 1.029], [0.289, -1.506, -0.388], [-1.259, 0.783, 4.078], [-0.506, 0.903, 1.318], [-0.496, 4.428, -3.707], [-2.166, 0.688, -0.423], [-0.244, 5.431, -0.476], [-0.648, 6.794, -2.305], [0.026, -3.018, 2.891], [-4.569, -0.421, 0.532], [-2.608, 2.247, -1.789], [-0.045, 4.154, 0.041], [-0.191, 3.194, -2.001], [2.241, 0.945, -0.487], [-3.830, -0.171, 1.281], [-0.477, -6.012, -0.493], [0.098, -2.323, 2.165], [-3.489, -0.090, 4.675], [0.277, 4.235, 2.533], [-0.442, -6.879, -1.569], [0.052, 0.849, -2.090], [2.102, 0.266, 3.190], [2.635, 2.760, -1.507], [-0.265, 1.956, -4.017], [3.959, 2.196, -0.484], [2.875, 2.290, -0.554], [-4.133, -0.331, 2.637], [1.238, -3.415, -1.837], [-2.115, -0.132, -2.372], [-0.239, 6.307, 0.165], [-2.589, -0.337, -1.416], [-3.220, 0.027, 3.634], [2.490, -0.879, -1.546], [-0.762, 6.860, -3.267], [2.775, 0.163, -1.633], [0.080, -1.363, 2.446], [0.752, -4.372, -1.761], [-0.026, 3.010, -0.694], [3.229, -0.519, 3.393], [-3.950, 1.808, -0.741], [0.039, -3.961, 0.603]],
  "total_charge": 3,
  "homo_energy_ha": [-0.559, -0.559],
  "e_tot_ev": -92916.9517,
  "multiplicity": 2,
  "s_squared": 1.037
}


(2)
{
  "formula": "C30H31N11O2STi",
  "method": "ωB97M-V/def2-TZVPD",
  "species": ["H", "C", "N", "C", "H", "H", "N", "H", "O", "C", "H", "C", "H", "H", "Ti", "H", "C", "H", "N", "C", "C", "C", "N", "H", "C", "H", "C", "N", "O", "H", "H", "H", "C", "H", "N", "H", "H", "N", "H", "N", "C", "H", "C", "C", "C", "H", "S", "C", "H", "H", "H", "C", "C", "N", "C", "C", "C", "H", "H", "C", "C", "H", "H", "C", "N", "N", "H", "C", "H", "H", "C", "C", "C", "H", "C", "C"],
  "coordinates": [[1.270, -5.436, -0.795], [1.521, 2.082, 1.385], [-2.048, 0.165, -1.548], [3.135, 0.661, 7.034], [-1.897, 3.466, 2.388], [-0.918, 0.017, -4.549], [3.137, -4.104, 1.592], [-3.479, 2.436, -0.542], [-0.026, 1.600, 5.537], [1.627, -4.313, -4.483], [-4.035, 1.168, 0.568], [-0.832, 1.968, 1.229], [3.781, 0.953, 9.052], [1.735, -4.001, -5.513], [0.121, -0.428, 0.311], [-1.779, 2.378, 4.937], [-1.906, 1.406, 0.494], [-1.005, 3.299, 6.246], [2.148, -1.085, 0.418], [0.897, 1.422, 6.504], [2.975, 1.075, 8.343], [0.207, 3.659, 2.597], [3.034, -2.846, 1.104], [4.055, -4.325, 1.946], [-1.154, 0.146, -2.549], [-2.307, -2.311, 2.569], [-3.296, 1.961, 0.426], [1.893, -2.231, 1.040], [-0.311, -0.869, 1.923], [2.426, -6.891, -2.431], [3.998, -0.298, -0.351], [0.811, -1.391, 6.290], [1.473, 3.174, 2.205], [-0.169, 2.310, 8.139], [-1.520, 0.368, -0.280], [2.382, 3.655, 2.537], [-2.746, -3.232, 4.840], [0.421, 1.453, 0.921], [1.731, -0.022, 2.884], [-1.591, 0.023, -3.804], [-0.973, -2.365, 5.701], [2.473, 1.680, 1.054], [-1.872, -2.621, 4.654], [-1.640, -2.113, 3.398], [0.224, -3.017, -1.341], [-3.031, 0.323, -1.714], [0.504, 0.238, -2.195], [0.378, -1.009, 4.207], [4.067, 0.206, 6.717], [0.590, -2.527, -3.876], [1.637, 1.970, 9.757], [2.136, -5.538, -4.069], [2.017, -5.940, -2.744], [2.315, 0.405, 4.767], [0.747, 1.831, 7.821], [3.461, -1.086, 0.147], [-1.221, 2.299, 5.867], [-2.565, 0.093, -4.050], [0.134, 4.509, 3.262], [2.101, 0.803, 6.118], [1.775, 1.648, 8.734], [2.355, -4.350, 2.180], [2.628, -6.183, -4.785], [0.117, -1.572, 5.483], [4.042, -2.196, 0.576], [-0.258, -2.257, -0.621], [3.192, 0.724, 4.378], [0.845, -3.905, -2.249], [-3.466, 2.710, 1.193], [-1.141, -2.793, 6.680], [-0.512, -1.327, 3.140], [1.372, -5.132, -1.829], [1.489, -0.187, 3.927], [-1.813, 1.747, 6.600], [-0.929, 3.070, 2.118], [0.980, -3.491, -3.583]],
  "total_charge": 2,
  "homo_energy_ha": [-0.401, -0.401],
  "e_tot_ev": -86035.6432
}


(3)
{
  "formula": "C30H31N5O5STi",
  "method": "ωB97M-V/def2-TZVPD",
  "species": ["H", "H", "H", "H", "H", "H", "H", "H", "H", "H", "H", "C", "C", "H", "H", "C", "C", "O", "C", "H", "C", "H", "H", "C", "C", "C", "H", "H", "H", "C", "H", "C", "C", "C", "N", "H", "C", "O", "C", "C", "C", "H", "C", "C", "N", "C", "C", "C", "H", "H", "C", "H", "C", "H", "H", "N", "C", "Ti", "C", "H", "O", "C", "H", "H", "H", "N", "O", "C", "O", "C", "N", "C", "S"],
  "coordinates": [[2.479, -2.507, -4.688], [0.427, -4.271, 1.106], [-0.003, 1.376, 3.619], [2.416, -3.423, 1.122], [-3.950, -2.374, 1.434], [3.944, -2.559, 0.911], [4.477, -3.475, -3.596], [0.276, -0.349, -3.432], [-3.389, 4.202, -4.199], [-5.524, -0.106, 2.295], [-2.052, 5.660, -2.651], [2.443, 1.538, 0.165], [-0.901, -1.738, 1.239], [-3.394, 1.745, -3.792], [-4.696, -1.246, 0.301], [3.672, -3.062, -3.000], [2.554, -2.517, -3.606], [2.859, 2.610, -1.892], [3.531, 1.835, 1.024], [0.578, -4.131, -0.651], [-0.094, -2.313, 0.281], [-5.185, 1.851, 3.764], [0.393, -1.623, -4.653], [3.746, -3.063, -1.620], [-3.463, -0.295, 1.760], [-4.526, 0.301, 2.429], [4.627, -3.468, -1.132], [4.073, 3.060, -0.991], [-0.792, 4.578, -0.786], [2.150, 1.825, -1.247], [-1.017, -4.252, 0.099], [-0.634, 1.985, 2.967], [1.561, -2.011, -1.449], [2.883, -2.553, 0.655], [2.090, 0.499, 1.998], [-0.757, 2.954, 3.451], [3.254, 1.155, 2.180], [-0.749, 2.202, -0.228], [0.321, -1.426, -3.583], [1.505, -1.991, -2.861], [-2.149, 0.213, 1.918], [-0.607, -1.846, -3.200], [-1.977, 1.348, 2.747], [4.747, 2.655, 0.798], [-1.387, 2.685, -1.297], [2.717, -2.552, -0.839], [-2.088, 4.589, -2.515], [-2.833, 3.776, -3.375], [-2.910, 2.770, 4.040], [-2.075, -2.044, 3.031], [-3.068, 1.909, 3.399], [-2.083, -3.430, 1.935], [-3.782, -1.460, 0.857], [1.539, -0.004, 2.674], [-2.988, -1.645, 0.143], [1.570, 0.729, 0.793], [-2.102, 1.843, -2.112], [-0.035, 0.463, -0.366], [-2.835, 2.417, -3.158], [2.424, -1.670, 1.077], [1.145, 1.187, -1.723], [-4.345, 1.395, 3.253], [-0.123, 2.133, 2.020], [-0.652, -3.087, 2.900], [3.818, 1.095, 3.094], [-1.069, -0.367, 1.233], [4.831, 3.290, -0.352], [-1.390, 4.020, -1.491], [5.605, 2.739, 1.650], [-0.015, -3.825, 0.209], [0.511, -1.501, -0.653], [-1.467, -2.620, 2.335], [-2.063, 0.173, -1.771]],
  "total_charge": -1,
  "homo_energy_ha": [-0.100, -0.100],
  "e_tot_ev": -83256.5440,
  "multiplicity": 2,
  "s_squared": 0.762
}


(4)
{
  "formula": "C30H31N8O13S2Y",
  "method": "ωB97M-V/def2-TZVPD",
  "species": ["H", "C", "N", "C", "N", "H", "C", "C", "C", "H", "H", "H", "O", "H", "O", "C", "C", "H", "O", "O", "N", "C", "O", "O", "H", "C", "C", "C", "C", "C", "Y", "H", "H", "H", "C", "S", "C", "O", "C", "O", "N", "O", "H", "H", "H", "H", "H", "H", "N", "N", "C", "H", "O", "N", "H", "C", "H", "H", "H", "O", "C", "C", "H", "H", "C", "C", "C", "H", "C", "S", "H", "C", "H", "C", "C", "C", "N", "C", "H", "O", "H", "O", "H", "H", "C"],
  "coordinates": [[-1.688, 3.117, 0.666], [1.731, 3.864, 0.137], [0.675, -2.808, -1.345], [-4.871, 0.566, -1.793], [6.824, 1.139, -1.444], [1.673, -2.148, 0.203], [3.286, 1.012, -4.166], [4.421, 1.046, -3.403], [-5.102, 0.977, -0.466], [-1.634, -6.693, 5.219], [-1.914, -0.266, -3.167], [-0.837, -4.505, -2.455], [-1.451, -0.860, 2.774], [-5.598, 0.260, -2.534], [7.672, 1.106, -0.571], [5.398, 1.048, -1.037], [2.795, 0.849, -0.030], [3.341, 1.049, -5.245], [-0.391, -0.791, -1.584], [-1.492, 3.692, -1.678], [1.912, 0.937, -2.237], [-0.391, -3.941, 1.555], [-0.378, 4.797, -3.550], [0.376, -4.689, 0.929], [1.068, 5.402, 1.488], [-1.941, -3.410, 3.287], [5.204, 0.995, 0.297], [0.631, 4.596, 0.897], [-0.408, -2.012, -1.578], [-0.973, -5.592, 3.498], [-0.435, 1.752, -1.241], [-3.422, 2.676, 1.703], [0.486, -3.655, -0.811], [-6.042, 1.025, 0.067], [-1.713, -5.767, 4.662], [-1.887, -2.074, 2.114], [-2.839, 0.295, -3.284], [-0.513, 2.371, -3.325], [-2.691, -3.564, 4.435], [-1.545, -2.620, -1.923], [-2.855, 1.054, -0.848], [7.099, 1.073, -2.627], [-1.578, -4.385, -0.835], [5.386, 1.106, -3.871], [0.333, 0.345, 2.045], [2.164, 0.407, 3.711], [1.112, 1.013, -4.110], [-2.632, 1.181, -3.884], [-0.688, -2.681, 1.226], [-0.882, 2.645, 1.075], [3.891, 0.869, 0.834], [-3.126, -4.923, 6.035], [1.327, 3.145, -0.834], [1.826, -2.146, -0.810], [0.661, 3.073, 2.414], [-1.630, -4.038, -1.867], [-2.977, 0.988, 2.050], [-3.518, -0.347, -3.855], [-3.354, -2.781, 4.780], [2.907, 3.941, 0.518], [2.033, 0.967, -3.543], [3.013, 0.940, -1.464], [-1.274, 1.941, 1.689], [-0.308, -6.358, 3.119], [1.352, 0.529, 1.722], [-0.082, 3.622, 1.828], [3.671, 0.731, 2.213], [-2.601, -4.285, -2.288], [4.316, 1.008, -1.997], [-1.270, 3.717, -3.183], [-4.651, 1.472, 2.013], [-1.096, -4.394, 2.820], [6.050, 1.032, 0.965], [-2.560, -4.764, 5.125], [-3.689, 1.628, 1.517], [2.394, 0.542, 2.663], [1.535, 0.701, 0.431], [-3.862, 1.258, 0.075], [-0.090, 5.006, 0.186], [-2.513, 3.663, -3.915], [4.514, 0.766, 2.892], [-3.138, -2.051, 1.413], [1.665, -1.173, -1.056], [-0.708, 4.171, 2.541], [-3.504, 0.617, -1.982]],
  "total_charge": -2,
  "homo_energy_ha": -0.045,
  "e_tot_ev": -92871.9061
}